The molecule C4H2N2O at a distorted geometry, computed with wB97M-V/def2-TZVPD.

Geometry (Å):
C  0.4043  -0.8472  0.1464
C  -1.0619  -0.8343  0.0720
C  1.5731  -0.5497  0.1327
C  2.5692  0.4061  0.0680
N  -1.5050  0.4357  -0.1429
H  -2.4956  0.5743  -0.2685
N  3.1675  1.3965  0.0083
H  -0.8900  1.2350  -0.1882
O  -1.7615  -1.8164  0.1722

HOMO = -11.02 eV
multiplicity = 1
net charge = 0


A 2-piece molecular cluster, C4H2NO3 overall at a distorted geometry, computed with wB97M-V/def2-TZVPD.

Geometry (Å):
C  0.7155  -0.0207  -0.0584
O  -3.3464  -0.8799  0.9233
C  -2.5937  -0.8518  -0.0036
H  0.3598  -1.0538  -0.4071
H  2.5968  -0.8678  0.0611
O  2.7110  1.2174  0.4739
N  -1.7552  -0.8023  -0.8128
C  2.1123  0.2029  0.1938
C  -0.1218  1.0075  -0.1946
O  -0.6783  2.0485  -0.1756

HOMO = -4.48 eV
multiplicity = 1
net charge = -1


A 2-piece molecular cluster, C4H2O overall at a distorted geometry, computed with wB97M-V/def2-TZVPD.

Geometry (Å):
H  0.5768  -1.8544  0.4218
C  0.5777  -0.3259  0.1007
C  -0.6960  0.2388  0.1795
C  1.8478  -0.0274  -0.0513
H  -0.8487  0.4130  1.2445
O  -1.3289  0.7614  -0.6865
C  3.0351  0.4014  -0.4929

HOMO = -10.01 eV
multiplicity = 1
net charge = 0


The molecule C4H2O at a distorted geometry, computed with wB97M-V/def2-TZVPD.

Geometry (Å):
O  0.7119  -1.0824  0.3746
C  -2.1002  -0.5042  0.2921
C  0.0818  -1.4671  -0.4829
C  -3.1710  0.1391  0.2276
H  -1.6698  -2.1449  -0.0712
C  -1.3273  -1.2441  -0.4472
H  0.6491  -2.0203  -1.3187

HOMO = -10.14 eV
multiplicity = 1
net charge = 0


C4H2O as an isolated structure at a distorted geometry, computed with wB97M-V/def2-TZVPD.

Geometry (Å):
H  -0.3352  -0.9125  1.9918
C  0.3155  -0.8035  -0.1279
C  0.3535  0.0977  -1.1665
C  -0.2275  -0.4076  1.0543
H  0.7340  0.0695  -2.1601
O  -0.6178  0.8490  0.9043
C  -0.2226  1.1074  -0.4958

HOMO (alpha / beta) = -9.14 / -9.14 eV
multiplicity = 1
net charge = 0


The molecule C4H2O2 at a distorted geometry, computed with wB97M-V/def2-TZVPD.

Geometry (Å):
O  -0.6459  -1.8308  3.1699
C  -0.3916  -0.6555  1.0296
C  -0.5160  -1.2189  2.1729
C  -0.0312  0.4063  -1.1893
H  -0.4728  0.4096  -2.1599
O  1.0223  1.3235  -1.0485
H  1.4724  1.5528  -1.9440
C  -0.4373  0.0130  -0.0307

HOMO = -8.00 eV
multiplicity = 1
net charge = 0


The molecule C4H2O2 at a distorted geometry, computed with wB97M-V/def2-TZVPD.

Geometry (Å):
H  1.2932  1.2655  -0.8439
O  -2.4562  -0.0522  1.0490
C  1.8716  -0.1196  0.3058
C  -1.7489  -0.3447  0.0856
C  0.7787  0.4593  -0.2989
C  -0.5582  0.2708  -0.2863
O  2.9162  -0.4011  0.6717
H  -2.0964  -1.0781  -0.6830

HOMO = -8.47 eV
multiplicity = 1
net charge = 0


C4H2O2 as an isolated structure, computed with wB97M-V/def2-TZVPD.

Geometry (Å):
O  -1.2455  1.7736  0.4527
O  0.7538  -1.6146  -1.1819
C  -1.0581  0.6924  -0.1723
C  0.2324  1.0445  1.2598
H  -1.8802  0.1371  -0.6422
C  0.2701  0.2821  0.1171
C  1.0975  -0.8547  -0.3041
H  2.0605  -0.9696  0.2275

HOMO = -10.39 eV
multiplicity = 1
net charge = 0


The molecule C4H2O2 at a distorted geometry, computed with wB97M-V/def2-TZVPD.

Geometry (Å):
O  -0.2618  0.6909  0.0255
H  0.1873  -1.3289  0.2375
H  -2.1512  1.3285  -0.4698
O  -1.9807  -0.7229  0.0505
C  0.6800  -0.3800  0.2790
C  1.9486  0.0620  0.3053
C  3.0959  -0.0026  -0.2359
C  -1.5181  0.3529  -0.1922

HOMO = -10.66 eV
multiplicity = 1
net charge = 0


The molecule C4H2O2, computed with wB97M-V/def2-TZVPD.

Geometry (Å):
C  1.1122  1.3588  1.1903
C  -1.0400  -1.2291  -1.8951
H  0.6976  2.3817  1.2077
O  -1.1584  -1.3819  -0.5681
O  2.2313  1.1108  1.5737
H  -1.5871  -2.1249  -2.2564
C  -0.4753  -0.4648  0.1025
C  0.2197  0.3494  0.6453

HOMO = -10.05 eV
multiplicity = 1
net charge = 0


C4H2O2Tl as an isolated structure at a distorted geometry, computed with wB97M-V/def2-TZVPD.

Geometry (Å):
C  -0.6576  1.5229  0.9624
O  1.3045  -0.9237  0.2394
C  0.6607  -0.6813  1.2548
O  -0.2863  -0.2785  -2.5901
Tl  1.5585  -0.1419  -1.6467
C  -0.2401  0.4427  1.3490
C  -1.2727  -0.2799  -3.1527
H  0.5360  -1.4619  2.0226
H  -1.6030  1.8016  1.5612

HOMO (alpha / beta) = -25.53 / -25.57 eV
multiplicity = 1
net charge = +3


A 16-piece molecular cluster, C4H30BO23 overall at a distorted geometry, computed with wB97M-V/def2-TZVPD.

Geometry (Å):
O  0.4921  -5.4527  -0.5372
H  2.5165  2.3581  2.1244
O  -0.1641  -2.9526  0.8315
H  -0.9734  5.3371  0.5506
H  2.7469  -1.0605  3.7966
H  -0.9277  -3.4785  -2.3712
O  -0.1871  5.6825  -3.0214
H  -0.4467  4.8557  -3.4113
H  -3.5275  3.0985  -2.0699
H  3.0297  0.2576  2.9908
H  -3.3351  4.0670  -3.1951
H  -2.9543  0.3606  1.3641
H  -2.3925  -0.4863  -2.4136
O  0.8904  -4.5614  3.7926
O  -0.4493  -1.1265  -0.1839
O  -3.6198  -0.3678  1.5939
O  0.6915  0.2047  1.4542
O  3.4371  1.9147  1.9639
H  1.1137  -4.9365  -1.0649
H  -0.0306  5.3970  -2.1723
O  0.1607  2.7551  -2.1637
H  2.9997  2.8393  -1.4665
H  -2.1668  -3.9632  2.8691
C  -1.3457  1.9408  -0.5454
O  -0.6986  5.2396  -0.2750
H  1.0210  -3.8854  4.3937
H  0.2622  -2.5488  -2.3868
O  -1.2694  -1.4033  4.5299
O  3.3996  -0.4071  3.6650
O  3.3837  1.9746  -1.0230
O  2.2854  -1.8367  -1.3478
H  -3.4928  -1.0127  1.0613
O  1.4024  1.3796  -4.1915
H  0.0838  -4.3732  3.2861
C  -0.0765  1.9168  -1.3568
O  -0.5406  -2.7345  -2.8603
H  -1.6013  -0.4836  4.9590
C  0.0613  -1.8566  0.7222
H  3.4929  1.6764  1.0885
O  -1.6940  -0.2300  -2.9000
H  -1.0088  4.3884  -0.8000
O  0.6136  0.9527  -0.9271
H  2.3693  -1.9720  -0.5293
H  -1.5353  -4.2227  1.7738
O  1.0558  -1.4397  2.7882
H  2.6691  -1.1798  -1.7656
H  0.3059  -4.7069  -0.0450
C  0.6900  -1.0050  1.7115
H  -1.1831  -1.0525  -2.6828
O  -2.3042  2.7459  -0.8063
H  0.8707  2.1672  -3.9303
H  2.8911  1.5239  -1.6484
O  -4.0056  3.6220  -2.6610
H  0.6640  0.8831  -4.2553
B  -0.1325  0.2833  0.1629
O  -1.3494  1.1083  0.3343
H  -0.3560  -1.4660  4.8227
O  -1.8315  -4.7278  2.3782

HOMO = -8.41 eV
multiplicity = 1
net charge = -1


A 11-piece molecular cluster, C4H30N2O10 overall at a distorted geometry, computed with wB97M-V/def2-TZVPD.

Geometry (Å):
N  0.9003  2.2618  0.4273
H  0.4315  -1.5852  -3.2861
H  -2.9374  3.3526  -2.4315
O  -3.2112  0.5160  -0.8618
C  0.7617  0.0701  -0.5556
C  -0.1323  -1.0990  -0.9675
H  -1.1723  -3.0026  0.3030
O  -2.8530  1.1921  1.5960
O  -0.2971  1.3888  -3.4322
H  0.3042  0.9373  -2.8498
H  0.8453  1.7756  4.2140
H  0.5395  -0.5191  2.7781
O  1.5581  -0.5924  2.6800
H  2.9237  0.8331  -2.9823
H  -0.2811  -3.4871  1.4255
H  -1.0484  1.9162  -3.1697
H  -1.9238  1.5839  1.6165
H  -2.9352  1.9885  -1.8720
H  -0.3014  -1.7388  -0.1199
H  -1.0565  -0.7245  -1.1091
H  2.0801  0.5900  -4.2360
H  1.9654  -2.3862  0.4086
O  1.7330  1.8840  3.7579
H  -0.3086  -2.7977  -2.4770
H  1.8491  2.0578  0.4357
H  1.4646  -2.1153  1.8198
H  -1.3806  -1.2334  3.2570
H  -2.9125  0.7558  0.0664
O  -2.3335  2.6147  -2.2413
H  -2.6995  0.3548  2.1245
H  1.8852  -0.2808  1.7940
C  0.3006  -1.9110  -2.1450
H  2.7539  0.5911  -0.4913
H  2.5244  -0.6430  -1.4118
H  -0.9460  1.1908  0.3018
O  -0.9774  -0.9588  2.5078
O  2.6167  0.0469  -3.4644
H  0.6232  2.6831  1.2729
H  1.8208  1.0343  3.5114
H  1.2391  -2.1792  -1.5823
O  -1.1815  -3.2698  1.2742
O  1.6449  -2.9085  1.1970
N  2.2028  -0.1936  -0.5379
C  0.1158  1.1018  0.0479
H  -0.9693  -1.7555  2.0014
H  -3.9660  0.0500  -0.9200

HOMO = -8.01 eV
multiplicity = 1
net charge = 0


A 10-piece molecular cluster, C4H30N2O11 overall at a distorted geometry, computed with wB97M-V/def2-TZVPD.

Geometry (Å):
H  -1.9792  1.3610  -0.0442
O  -0.2536  -4.7505  -1.2746
H  -1.7419  0.3580  3.3665
H  -2.2148  -0.4088  -0.3126
O  -2.4262  -1.4943  2.3281
H  -1.1082  -4.3976  -1.1694
H  1.7898  1.0694  3.1504
H  0.4875  0.8195  -0.2161
C  -2.1735  -0.1141  2.4386
H  3.4525  1.3784  1.5542
O  3.5581  1.1349  0.5433
O  2.4020  1.8131  2.8673
H  0.5997  3.1958  0.6809
H  -0.8120  3.5267  -2.6583
C  -0.3892  0.5345  -0.8574
N  -0.8694  1.5362  -1.9105
H  1.6619  -3.3292  0.1671
H  3.3293  -1.0437  -0.6746
H  -4.3974  1.4540  -1.5245
O  2.4360  -0.8903  -1.0832
N  -1.0876  0.1015  1.4599
H  -0.3593  2.1770  1.4571
H  -0.0610  -0.3288  -1.5248
H  -0.1682  -1.5943  -4.5433
H  1.7509  2.3223  2.2058
H  -1.0764  1.1906  -2.8715
H  -0.7261  3.3380  -0.8970
O  1.0295  3.0349  -1.5620
O  -4.5701  0.5295  -1.4084
H  0.5692  -2.9809  2.6611
H  0.2676  -4.3676  -0.4953
O  -0.3484  -0.9599  -3.8338
H  -1.5767  -2.0800  2.4251
O  0.3731  2.8368  1.5621
H  1.5112  -1.6830  2.1613
C  -1.5710  0.3464  0.0694
O  1.5467  -4.0342  0.8973
H  -3.1698  0.3812  2.2372
H  0.4627  -0.5122  -3.6770
H  -3.7801  0.1591  -1.5927
C  -0.3246  2.9312  -1.8417
O  0.6483  -1.9940  2.3859
H  3.6365  1.9439  0.0413
H  2.1964  -0.1597  -0.5329
H  -0.4734  -0.8145  1.4680
H  1.4710  2.8728  -2.4687
H  2.4778  -4.4094  0.8465

HOMO = -9.03 eV
multiplicity = 1
net charge = 0


A 10-piece molecular cluster, C4H30NO10 overall at a distorted geometry, computed with wB97M-V/def2-TZVPD.

Geometry (Å):
H  0.3840  -0.9241  -2.9701
H  2.9450  -0.8019  0.5454
H  -2.4926  -0.7703  0.5035
H  0.5245  1.3424  -1.7380
H  3.0067  -0.2677  -0.9260
H  1.8280  -2.6944  0.9650
O  -0.3146  2.1153  4.0210
C  -0.0623  1.8945  -0.9746
O  2.1711  -1.6410  -2.3159
O  -2.4855  0.0802  -1.1494
H  -0.4259  2.5796  -1.7490
O  1.2696  -3.6722  0.1538
O  -2.2572  -1.4975  1.1294
H  1.4203  3.3251  -0.4836
H  2.6692  -2.0263  -3.0644
H  1.8650  1.1138  0.5686
H  -2.7787  3.3789  -2.4048
H  -0.7910  1.1672  -0.6590
H  0.3893  -3.3327  -0.1428
O  -1.1612  -2.8561  -0.9133
H  -2.8143  -1.5511  1.8949
H  -0.0101  3.3008  0.6491
H  -1.6289  1.2307  2.6500
C  -0.6693  1.7814  2.6967
H  -0.8837  -1.8508  -3.0408
H  -1.7685  -0.3841  -1.6277
H  -3.3473  2.9578  -1.0193
H  -0.9716  2.7781  2.2797
C  0.6989  2.7210  0.0545
H  1.1168  -4.5452  0.5321
H  -0.9666  1.7366  4.6293
O  -0.5768  -0.9246  -3.0986
H  -2.5991  0.8198  -1.7718
H  2.0009  -2.4225  -1.7841
O  -2.7839  2.6552  -1.7519
H  -0.2422  0.4140  1.1965
H  -1.8605  -3.4602  -1.1915
H  3.1130  -2.7272  1.8357
C  0.3476  0.9751  1.9214
O  3.2260  -0.0375  -0.0210
H  -1.6738  -2.3127  -0.2742
H  1.8889  2.3829  1.7288
O  2.3856  -2.1534  1.5541
N  1.3222  1.8168  1.1008
H  0.9930  0.2863  2.4612

HOMO = -13.71 eV
multiplicity = 1
net charge = +1


Which ΔE to the lowest compared entry with this formula, charge and spin belongs to each record? In order, 26.73, 21.30, 117.73, 112.23, 90.84, 32.22, 40.23, 63.80, 64.85, 87.56, 80.37, 163.13, 106.00, 108.05, 39.55 kcal/mol.